(1)
DFT (the ωB97M-V functional and the def2-TZVPD basis) results for 10 unconnected molecules or ions with the total composition C24H46Cl16N2 at a distorted geometry.

Properties
total charge: 0
SMILES string: CCCC#N.CCCC#N.ClCCCl.ClCCCl.ClCCCl.ClCCCl.ClCCCl.ClCCCl.ClCCCl.ClCCCl
HOMO-LUMO gap: 10.16 eV
E_LUMO: -0.1 eV
ΔE to the lowest compared entry with this formula, charge and spin: 56.65 kcal/mol

Last column: Löwdin charge in e.
Element x y z (Å)
C 3.918 6.211 3.390  -0.104
C 2.798 5.216 3.728  -0.260
C 1.458 5.700 3.156  -0.196
C 1.512 5.809 1.705  -0.249
N 1.496 5.904 0.556  0.144
H 4.020 6.155 2.306  0.068
H 4.897 5.938 3.784  0.071
H 3.642 7.193 3.773  0.078
H 2.680 5.188 4.811  0.102
H 3.037 4.201 3.412  0.111
H 1.231 6.709 3.501  0.119
H 0.669 5.022 3.481  0.117
C 0.780 0.087 1.090  -0.103
C -0.536 0.510 0.437  -0.251
C -0.401 0.636 -1.082  -0.211
C 0.062 -0.486 -1.860  -0.231
N 0.372 -1.380 -2.564  0.128
H 0.819 0.415 2.129  0.070
H 1.626 0.489 0.533  0.072
H 0.911 -0.992 1.008  0.073
H -0.928 1.401 0.926  0.108
H -1.275 -0.283 0.555  0.104
H 0.366 1.387 -1.273  0.123
H -1.363 0.956 -1.480  0.122
Cl 5.528 -0.532 -8.360  0.516
C 3.970 -0.498 -7.480  -0.640
C 3.783 0.987 -6.967  -0.651
Cl 3.626 2.101 -8.369  0.513
H 3.933 -1.186 -6.636  0.069
H 3.098 -0.678 -8.109  0.063
H 4.612 1.272 -6.319  0.064
H 2.855 0.923 -6.400  0.066
Cl -2.064 4.866 -5.429  0.503
C -3.141 5.924 -4.478  -0.636
C -4.567 5.336 -4.615  -0.672
Cl -4.879 5.151 -6.336  0.539
H -3.079 6.916 -4.925  0.065
H -2.691 5.920 -3.486  0.065
H -5.314 6.023 -4.219  0.065
H -4.728 4.425 -4.038  0.072
Cl 6.204 -3.012 3.562  0.572
C 4.945 -4.185 3.761  -0.705
C 5.447 -5.651 3.608  -0.623
Cl 6.231 -5.920 2.001  0.488
H 4.064 -4.004 3.146  0.074
H 4.603 -4.151 4.796  0.066
H 4.626 -6.361 3.704  0.067
H 6.212 -5.974 4.314  0.061
Cl -6.212 -5.484 -3.964  0.502
C -5.644 -3.810 -4.421  -0.669
C -6.308 -2.768 -3.580  -0.655
Cl -5.648 -1.202 -4.184  0.544
H -5.902 -3.592 -5.457  0.064
H -4.555 -3.854 -4.444  0.069
H -6.137 -2.917 -2.513  0.070
H -7.395 -2.727 -3.642  0.073
Cl 5.687 0.444 -1.950  0.541
C 5.718 -1.317 -2.007  -0.699
C 7.126 -1.870 -2.080  -0.663
Cl 7.851 -1.268 -3.565  0.547
H 5.155 -1.641 -2.883  0.063
H 5.142 -1.674 -1.154  0.069
H 7.172 -2.954 -2.183  0.072
H 7.727 -1.462 -1.267  0.067
Cl -1.162 -5.391 2.000  0.524
C -1.971 -5.741 0.459  -0.671
C -2.052 -7.242 0.136  -0.642
Cl -3.079 -8.105 1.319  0.523
H -1.456 -5.151 -0.299  0.070
H -3.013 -5.428 0.531  0.060
H -1.081 -7.734 0.082  0.071
H -2.630 -7.347 -0.782  0.063
Cl 1.903 0.605 7.100  0.464
C 0.692 0.727 8.485  -0.597
C -0.574 -0.147 8.252  -0.642
Cl -1.324 0.220 6.679  0.516
H 0.505 1.782 8.684  0.064
H 1.249 0.437 9.376  0.061
H -1.300 -0.051 9.060  0.072
H -0.306 -1.200 8.167  0.060
Cl -6.341 2.248 0.847  0.524
C -7.220 0.979 1.731  -0.666
C -8.614 0.792 1.158  -0.629
Cl -9.673 2.281 1.119  0.496
H -7.255 1.264 2.782  0.068
H -6.571 0.104 1.759  0.072
H -9.056 0.021 1.789  0.073
H -8.509 0.497 0.113  0.061



(2)
DFT (the ωB97M-V functional and the def2-TZVPD basis) results for a molecular structure, C24H46Cl2IrN3O5Si at a distorted geometry.

Properties
total charge: 0
HOMO-LUMO gap (spin up / spin down): 5.88 / 6.82 eV
spin multiplicity: 5
<S²>: 6.013
E_LUMO (spin up / spin down): 0.1 / -0.4 eV
ΔE to the lowest compared entry with this formula, charge and spin: 43.91 kcal/mol

Last column: Mulliken spin population.
Element x y z (Å)
C -2.111 0.056 -4.889  0.002
C -1.407 -0.967 -4.058  0.020
H -1.404 0.722 -5.411  0.000
H -2.782 0.688 -4.298  0.000
H -2.691 -0.493 -5.641  -0.001
C -0.737 -1.977 -4.627  0.015
C -0.552 -2.086 -6.092  -0.001
H -0.373 -2.795 -4.016  0.002
H -0.089 -1.183 -6.519  0.000
H -1.516 -2.238 -6.607  0.001
H 0.108 -2.933 -6.306  0.000
Ir -0.619 0.430 0.315  2.547
Cl -0.074 4.203 0.254  0.002
C -0.077 -2.050 1.868  0.000
O 0.466 -1.146 1.161  0.212
N 0.677 -2.927 2.514  0.002
C 2.122 -2.878 2.322  -0.002
C 0.023 -4.093 3.077  0.003
H -1.160 -2.150 1.995  -0.002
H 2.480 -1.871 2.582  0.001
H 2.380 -3.100 1.273  0.000
H 2.544 -3.630 2.999  0.000
H -0.957 -3.782 3.461  0.000
H 0.623 -4.503 3.888  0.000
H -0.154 -4.866 2.316  0.000
H 1.956 1.811 4.364  0.000
H -0.263 4.123 4.856  0.001
C 1.939 2.496 3.504  -0.003
C 0.214 4.247 3.876  0.000
N 0.583 2.979 3.288  0.022
H 2.284 1.973 2.611  0.003
C -0.311 2.239 2.631  0.046
O 0.039 1.117 2.148  0.069
H -0.482 4.782 3.237  0.001
H -1.341 2.640 2.590  -0.002
H 2.572 3.376 3.716  0.000
H 1.115 4.855 4.023  0.001
H 1.169 0.512 -3.214  -0.003
H 3.041 -2.298 -2.756  0.001
C 2.252 0.479 -3.047  -0.005
C 3.514 -1.493 -2.179  -0.003
N 2.573 -0.391 -1.919  0.021
H 2.634 1.487 -2.891  0.001
C 2.178 -0.119 -0.661  0.078
O 1.406 0.836 -0.341  0.036
H 3.866 -1.886 -1.231  0.001
H 2.576 -0.822 0.100  0.024
H 2.730 0.060 -3.938  0.000
H 4.361 -1.111 -2.762  0.000
O -0.671 0.340 -2.257  0.257
C -1.459 -0.740 -2.557  -0.030
C 0.160 -2.493 -1.738  -0.049
C -1.133 -1.997 -1.736  0.069
H 0.911 -1.876 -2.226  0.014
C 0.440 -3.742 -1.185  -0.002
H -2.529 -0.547 -2.349  0.001
C -2.151 -2.675 -1.069  -0.016
H 1.466 -4.129 -1.208  0.000
C -0.585 -4.452 -0.571  0.006
C -1.870 -3.912 -0.495  -0.002
H -3.146 -2.223 -1.040  0.005
H -0.376 -5.460 -0.162  0.000
H -2.661 -4.450 0.033  0.000
Si -0.430 3.536 -1.793  0.011
Cl -2.146 1.874 -0.311  0.227
C 1.418 3.688 -2.144  -0.005
C -1.504 5.082 -2.136  0.002
C -0.967 2.748 -3.438  0.007
H 1.942 2.941 -1.549  0.004
H 1.762 4.690 -1.861  0.000
H 1.580 3.544 -3.211  -0.001
H -0.738 1.673 -3.458  0.001
H -0.412 3.281 -4.239  0.001
H -2.047 2.887 -3.581  0.003
H -2.336 5.165 -1.429  0.002
H -1.907 5.014 -3.153  0.000
H -0.897 5.989 -2.075  0.000
C -3.052 0.003 1.993  0.017
O -2.114 -0.482 1.095  0.355
H -2.625 0.042 2.999  0.018
H -3.864 -0.727 1.957  0.009
H -3.428 0.986 1.714  0.006



(3)
DFT (the ωB97M-V functional and the def2-TZVPD basis) results for 3 unconnected molecules or ions with the total composition C24H46Cl4N3O2 at a distorted geometry.

Properties
total charge: -1
HOMO-LUMO gap (spin up / spin down): 5.80 / 5.61 eV
spin multiplicity: 3
<S²>: 2.008
E_LUMO (spin up / spin down): 1.8 / 1.6 eV

Last column: Mulliken spin population.
Element x y z (Å)
C 8.772 1.388 4.454  0.000
C 7.982 0.343 3.669  0.000
Cl 9.089 -0.816 2.801  0.000
C 6.940 -0.399 4.509  0.000
Cl 7.825 -1.312 5.859  0.000
N 6.032 0.513 5.052  0.000
C 4.982 0.789 4.279  0.000
Cl 3.330 -0.308 4.782  0.000
C 4.539 2.274 4.225  -0.002
C 3.057 2.604 4.052  0.001
Cl 5.174 3.227 5.621  0.000
H 8.518 1.318 5.509  0.000
H 9.845 1.249 4.334  0.000
H 8.514 2.392 4.117  0.000
H 7.414 0.811 2.866  0.000
H 6.505 -1.215 3.914  0.000
H 5.084 0.490 3.220  0.000
H 5.072 2.674 3.362  0.000
H 2.612 2.894 5.001  0.000
H 2.523 1.754 3.632  0.003
H 2.934 3.446 3.368  0.000
C -2.237 1.781 2.749  0.018
C -1.383 2.856 2.049  -0.005
C -2.234 3.713 1.097  0.035
C -2.611 3.021 -0.212  -0.025
C -1.384 2.432 -0.901  0.039
C -0.592 1.486 0.010  -0.012
N -0.256 2.243 1.262  0.384
O 0.759 3.019 1.127  0.548
C -1.390 0.212 0.282  0.018
C 0.715 1.067 -0.657  -0.005
C -0.760 3.734 3.129  -0.012
H -1.708 0.832 2.809  -0.008
H -2.450 2.100 3.769  0.001
H -3.190 1.609 2.247  0.001
H -1.674 4.625 0.866  0.003
H -3.132 4.020 1.641  0.002
H -3.360 2.243 -0.038  0.000
H -3.080 3.753 -0.874  0.002
H -1.668 1.878 -1.800  0.001
H -0.721 3.245 -1.213  0.002
H -0.862 -0.435 0.984  -0.012
H -1.500 -0.329 -0.658  0.018
H -2.391 0.389 0.666  0.003
H 1.308 1.929 -0.951  0.002
H 0.471 0.475 -1.542  0.000
H 1.311 0.456 0.021  -0.002
H -0.081 3.146 3.748  0.002
H -1.556 4.138 3.758  0.000
H -0.199 4.563 2.707  0.004
C -5.282 -3.020 -4.091  0.023
C -4.056 -2.095 -3.970  -0.001
C -3.366 -1.897 -5.329  0.029
C -2.535 -3.087 -5.801  -0.020
C -1.562 -3.544 -4.718  0.029
C -2.256 -3.857 -3.390  0.007
N -3.050 -2.639 -2.988  0.427
O -2.320 -1.729 -2.463  0.512
C -3.132 -5.105 -3.515  0.013
C -1.227 -4.130 -2.297  -0.010
C -4.533 -0.743 -3.442  -0.015
H -5.345 -3.707 -3.249  -0.014
H -6.190 -2.419 -4.090  0.001
H -5.275 -3.607 -5.009  0.001
H -2.715 -1.020 -5.255  0.004
H -4.142 -1.656 -6.061  0.001
H -3.181 -3.913 -6.110  -0.002
H -1.973 -2.792 -6.689  0.002
H -1.015 -4.435 -5.036  0.000
H -0.823 -2.756 -4.543  0.006
H -3.679 -5.284 -2.589  -0.007
H -2.476 -5.957 -3.694  0.000
H -3.845 -5.062 -4.334  0.001
H -0.522 -3.309 -2.197  0.004
H -0.681 -5.038 -2.555  0.000
H -1.718 -4.279 -1.335  0.001
H -4.942 -0.845 -2.436  -0.001
H -5.319 -0.378 -4.106  0.000
H -3.728 -0.015 -3.409  0.009



(4)
DFT (the ωB97M-V functional and the def2-TZVPD basis) results for a molecular structure, C24H46CoN6P2.

Properties
total charge: +3
HOMO-LUMO gap: 7.27 eV
E_LUMO: -9.4 eV

Last column: Löwdin charge in e.
Element x y z (Å)
Co 0.226 -0.998 -1.109  0.210
N 0.993 0.456 -2.305  0.006
C 0.746 0.105 -3.741  -0.134
C -0.573 -0.630 -3.834  -0.131
N -0.550 -1.717 -2.819  -0.210
C -1.911 -2.196 -2.469  -0.139
C -1.800 -3.083 -1.247  -0.131
N -0.863 -2.441 -0.261  0.020
C 0.294 -2.847 -3.340  -0.105
C 1.196 -3.429 -2.272  -0.143
N 1.738 -2.289 -1.491  0.015
H 0.514 1.331 -2.104  0.069
H 1.972 0.699 -2.194  0.096
H 1.571 -0.526 -4.070  0.122
H 0.757 0.995 -4.370  0.148
H -0.738 -1.033 -4.835  0.158
H -1.399 0.035 -3.603  0.096
H -2.366 -2.730 -3.306  0.155
H -2.525 -1.321 -2.256  0.096
H -1.408 -4.062 -1.514  0.125
H -2.776 -3.252 -0.793  0.137
H -0.309 -3.160 0.196  0.092
H -1.401 -2.018 0.489  0.051
H 0.923 -2.452 -4.136  0.127
H -0.343 -3.606 -3.797  0.153
H 1.993 -4.012 -2.736  0.149
H 0.676 -4.095 -1.589  0.113
H 2.483 -1.843 -2.023  0.124
H 2.194 -2.634 -0.651  0.072
C 3.113 0.052 0.142  -0.187
P 1.422 -0.332 0.793  1.080
C 0.835 1.358 1.143  -0.411
N 1.523 2.119 1.961  0.165
C 1.212 3.434 1.984  -0.172
C 1.903 4.303 2.858  0.015
C 1.618 5.636 2.832  -0.006
C 0.644 6.163 1.941  -0.007
C -0.043 5.353 1.087  0.015
C 0.217 3.963 1.096  -0.176
N -0.497 3.144 0.295  0.161
C -0.216 1.861 0.350  -0.429
P -1.314 0.676 -0.481  1.061
C -2.057 1.638 -1.833  -0.193
C -2.763 0.453 0.705  -0.652
C -3.179 1.846 1.212  -0.062
C -3.937 -0.192 -0.039  -0.059
C -2.391 -0.364 1.938  -0.075
C 1.874 -1.326 2.343  -0.660
C 3.180 -0.803 2.952  -0.067
C 0.769 -1.197 3.392  -0.074
C 2.023 -2.795 1.935  -0.074
H 3.753 -0.813 0.313  0.055
H 3.480 0.882 0.744  0.069
H 3.187 0.308 -0.908  0.029
H 2.649 3.889 3.523  0.129
H 2.142 6.311 3.495  0.130
H 0.447 7.227 1.950  0.130
H -0.794 5.739 0.411  0.129
H -2.625 2.458 -1.397  0.062
H -2.733 1.031 -2.433  0.053
H -1.307 2.098 -2.477  0.063
H -3.348 2.578 0.425  0.079
H -2.451 2.255 1.912  0.091
H -4.121 1.726 1.749  0.112
H -4.317 0.432 -0.848  0.094
H -4.758 -0.330 0.667  0.114
H -3.696 -1.181 -0.438  0.060
H -1.417 -0.081 2.329  0.054
H -2.449 -1.448 1.799  0.082
H -3.115 -0.150 2.727  0.117
H 3.139 0.268 3.148  0.086
H 4.065 -1.035 2.365  0.085
H 3.297 -1.308 3.912  0.112
H 0.649 -0.166 3.729  0.095
H 1.047 -1.797 4.259  0.111
H -0.186 -1.581 3.043  0.061
H 2.791 -2.946 1.169  0.079
H 1.075 -3.229 1.608  0.066
H 2.350 -3.372 2.800  0.117



(5)
DFT (the ωB97M-V functional and the def2-TZVPD basis) results for a molecular structure, C24H47BBeBrCl3F5N7O7 at a distorted geometry.

Properties
total charge: 0
HOMO-LUMO gap: 1.44 eV
E_LUMO: -5.9 eV

Last column: Löwdin charge in e.
Element x y z (Å)
C 3.967 -3.046 1.989  -0.096
O 3.980 -2.625 0.572  -0.199
C 2.582 -2.485 0.207  -0.132
N 2.358 -1.249 -0.607  -0.003
N 3.246 -0.227 -0.846  0.169
C 2.539 0.721 -1.673  -0.210
N 3.023 1.884 -2.166  0.099
C 2.249 2.830 -2.985  -0.224
C 1.966 4.150 -2.097  -0.107
F 3.005 3.179 -4.213  -0.469
N 1.172 0.310 -1.942  0.177
C 1.124 -0.948 -1.257  -0.116
C -0.251 -1.717 -1.371  -0.119
C -0.857 -2.253 0.007  -0.177
C -2.296 -1.578 0.346  -0.378
C -3.375 -1.836 -0.805  -0.190
C -2.039 -0.034 0.693  -0.096
H 3.260 -3.945 2.152  0.026
H 3.651 -2.140 2.624  0.110
H 4.994 -3.373 2.343  0.108
H 2.250 -3.403 -0.372  0.178
H 1.978 -2.364 1.176  0.080
H 4.220 -0.160 -0.505  0.192
H 3.997 2.147 -1.938  0.179
H 1.256 2.413 -3.361  0.168
H 0.879 4.485 -2.141  0.074
H 2.266 3.888 -1.026  0.091
H 2.623 5.038 -2.435  -0.135
H -0.247 -2.564 -2.141  0.122
H -1.007 -0.951 -1.777  0.097
H -1.087 -3.369 -0.151  0.124
H -0.199 -2.103 0.918  0.078
H -2.636 -2.092 1.312  0.125
H -3.360 -2.955 -1.036  0.047
H -4.385 -1.490 -0.413  0.100
H -3.084 -1.273 -1.781  -0.040
H -1.163 0.409 0.095  0.068
H -1.719 0.040 1.793  0.074
H -3.013 0.530 0.546  0.071
C 0.014 4.683 1.483  -0.151
O -0.373 4.532 0.125  -0.141
H 0.207 5.738 1.677  0.085
H -0.791 4.337 2.137  0.062
H 0.924 4.108 1.675  0.074
H -0.539 3.592 -0.021  0.072
Cl -2.939 -2.460 -3.370  0.099
C -4.414 3.304 2.567  0.031
C -4.643 1.986 3.227  -0.412
O -4.271 0.925 2.807  0.161
N -5.246 1.943 4.554  0.082
C -6.109 0.755 4.815  0.033
H -4.246 3.151 1.501  0.113
H -5.291 3.946 2.692  0.078
H -3.539 3.784 3.011  0.108
H -5.695 2.836 4.772  0.191
H -4.436 1.843 5.176  0.198
H -6.923 0.749 4.091  0.122
H -6.505 0.859 5.825  0.110
H -5.506 -0.148 4.747  0.111
C -0.106 -4.900 4.004  -0.994
Cl -1.786 -4.838 3.467  0.516
Cl 0.994 -4.272 2.767  0.591
H 0.000 -4.301 4.906  0.029
H 0.158 -5.935 4.215  0.034
C -6.738 4.871 0.167  -0.691
O -6.095 5.463 1.034  -0.032
N -7.224 5.488 -0.936  0.164
N -7.012 3.550 0.243  0.176
H -7.749 5.019 -1.652  0.106
H -7.041 6.473 -1.029  0.105
H -6.667 3.060 1.048  0.072
H -7.535 3.034 -0.455  0.048
C 8.974 -4.382 -0.141  -0.096
C 7.599 -4.189 -0.066  -0.090
C 7.029 -3.029 -0.581  -0.095
C 7.835 -2.068 -1.180  -0.096
C 9.209 -2.262 -1.259  -0.096
C 9.780 -3.417 -0.736  -0.100
H 9.418 -5.285 0.263  0.097
H 6.970 -4.943 0.395  0.100
H 5.959 -2.876 -0.517  0.075
H 7.389 -1.166 -1.586  0.092
H 9.837 -1.511 -1.730  0.097
H 10.853 -3.566 -0.794  0.097
B 5.535 -4.296 -4.142  -1.141
F 5.823 -2.919 -3.842  0.030
F 5.857 -5.113 -3.005  0.040
F 4.142 -4.434 -4.449  0.038
F 6.315 -4.713 -5.264  0.053
C -7.756 0.818 -2.171  -0.823
O -8.301 1.803 -1.589  -0.096
O -8.430 0.462 -3.298  0.054
O -6.743 0.162 -1.873  -0.014
H -9.099 1.164 -3.179  0.094
Be 2.336 6.971 -2.558  0.331
Br 4.557 3.636 -5.495  0.432